Version 1
Entry from the Open Molecules 2025 dataset: 2 unconnected molecules or ions with the total composition Cl2H2NOP (ωB97M-V/def2-TZVPD).

## Properties
Kohn-Sham gap: 0.3956 Eh
HOMO energy: -11.3 eV
LUMO energy: -0.51 eV

Positions of all 7 atoms, in Å:
P 0.58 0.42 0.44
O -0.84 0.60 0.03
N 1.67 1.46 0.32
H 2.50 1.34 0.69
Cl -2.30 -1.70 -1.53
Cl 0.94 -1.45 1.08
H -2.55 -0.67 -1.02


Version 2
Entry from the Open Molecules 2025 dataset: 2 unconnected molecules or ions with the total composition Cl2H2NOP (ωB97M-V/def2-TZVPD).

## Properties
Kohn-Sham gap: 0.3943 Eh
HOMO energy: -11.0 eV
LUMO energy: -0.30 eV

Positions of all 7 atoms, in Å:
O -2.18 -0.23 -1.08
Cl -1.31 1.46 1.11
H 0.29 -1.27 1.22
P -1.30 -0.26 0.02
N -0.37 -1.43 0.47
Cl 1.99 1.20 -1.23
H 2.88 0.54 -0.49


Most stable = version 2


Version 1
Entry from the Open Molecules 2025 dataset: C6H13NS in the gas phase (ωB97M-V/def2-TZVPD).

## Properties
Kohn-Sham gap: 0.3239 Eh
HOMO energy: -7.9 eV
LUMO energy: 0.95 eV
SMILES: CS/C=C(\C)[C@@H](C)N

Positions of all 21 atoms, in Å:
H 3.32 0.15 1.05
C 1.05 -1.63 1.08
H -0.93 -1.16 -0.39
H 1.83 -2.02 1.76
H 1.13 -2.17 0.10
N 2.68 0.10 0.28
C 0.27 0.56 -0.01
H 1.56 2.06 -0.70
H 0.08 -1.79 1.50
H -0.11 2.49 -0.89
C -0.79 -0.08 -0.51
C 0.60 1.97 -0.24
S -1.97 0.72 -1.50
H 3.00 -0.60 -0.36
C 1.32 -0.16 0.84
H -4.00 0.11 -0.25
H 0.65 2.53 0.75
H 1.35 0.29 1.83
C -3.50 -0.21 -1.18
H -4.16 0.11 -1.94
H -3.37 -1.28 -1.22


Version 2
Entry from the Open Molecules 2025 dataset: C6H13NS in the gas phase (ωB97M-V/def2-TZVPD).

## Properties
Kohn-Sham gap: 0.3533 Eh
HOMO energy: -8.7 eV
LUMO energy: 0.86 eV
SMILES: C[C@@H](S)[C@@]1(C)CN1C

Positions of all 21 atoms, in Å:
C 1.02 0.47 1.27
H -0.72 2.56 -0.26
C 0.17 2.02 -0.61
H -0.23 -2.04 0.82
H 0.00 1.99 -1.74
C -0.42 -1.85 -0.23
H -0.83 -0.24 -1.59
H 0.36 -2.23 -0.79
S -2.31 -0.07 0.27
C 2.48 -0.87 -0.23
C -0.64 -0.41 -0.53
H 0.76 -0.39 1.87
H 3.52 -0.90 0.14
H 2.52 -1.02 -1.33
H 1.22 1.39 1.77
H -2.41 1.18 -0.18
H 1.02 2.61 -0.40
H -1.32 -2.35 -0.62
N 1.85 0.35 0.07
C 0.40 0.62 -0.09
H 2.02 -1.76 0.13


Most stable = version 1


Version 1
Entry from the Open Molecules 2025 dataset: C6H13NS in the gas phase (ωB97M-V/def2-TZVPD).

## Properties
Kohn-Sham gap: 0.3364 Eh
HOMO energy: -8.3 eV
LUMO energy: 0.84 eV
SMILES: CC(C)(C)[C@@H]1CN1S

Positions of all 21 atoms, in Å:
H 2.33 1.64 0.92
H 4.00 -0.92 -0.94
C 1.68 1.28 0.03
C -1.39 0.73 -1.02
H 1.09 -0.35 1.21
C -0.68 -0.08 0.01
H -0.73 -2.28 0.43
H -2.36 0.35 -0.96
H 0.12 -1.69 -1.02
H -1.20 1.89 -0.87
H 1.42 2.04 -0.55
C -1.57 0.01 1.30
H -1.07 -0.34 2.20
H -2.56 -0.55 1.07
H -1.74 -1.68 -0.82
H -1.85 1.07 1.38
H -0.87 0.66 -1.95
N 2.08 0.11 -0.66
C -0.76 -1.58 -0.40
C 0.70 0.26 0.47
S 3.35 -0.59 0.20


Version 2
Entry from the Open Molecules 2025 dataset: a molecular structure, C6H13NS (ωB97M-V/def2-TZVPD).

## Properties
Kohn-Sham gap: 0.3101 Eh
HOMO energy: -7.6 eV
LUMO energy: 0.83 eV

Positions of all 21 atoms, in Å:
H -1.16 -0.62 2.06
H -1.12 -2.03 0.28
H -2.32 -0.27 0.83
C -0.42 -0.01 0.04
H -1.85 0.65 -1.50
C -0.78 0.81 -1.15
H 2.46 1.95 0.92
C -1.46 0.06 1.25
N 2.32 0.16 -0.45
H 1.57 2.09 -0.70
H 0.85 0.07 1.66
H -0.76 -1.63 -1.31
H 0.75 -1.82 -0.01
H -0.68 1.84 -0.86
H 3.59 -1.60 -0.78
C 1.90 1.43 0.11
C 0.86 0.46 0.65
S 3.72 -0.53 0.03
C -0.34 -1.55 -0.26
H -0.16 0.51 -1.96
H -1.58 1.07 1.68


Most stable = version 1